# 1
Formula: C14H15N4OOsS2
Source: OMol25
Level of theory: the ωB97M-V functional and the def2-TZVPD basis

Geometry as XYZ:
```
37
Properties=species:S:1:pos:R:3:forces:R:3:mulliken_charge:R:1
Os -0.3858 -0.2982 -0.8401 -0.32 -1.00 -1.45 0.9430
N -2.7355 -3.1857 0.6988 -0.07 -0.03 0.01 -0.4606
C -1.8974 -2.3572 1.3580 0.02 0.29 -0.19 0.3736
N -1.1764 -1.4368 0.7721 0.19 -0.51 0.27 -0.3044
C -0.4090 -0.6972 1.6941 0.27 -0.06 -0.01 -0.3468
C -0.5677 -1.0507 2.9793 -0.11 0.01 -0.20 -0.3899
S -1.7291 -2.3407 3.0778 -0.04 -0.06 0.25 -0.1837
C 0.3154 1.6249 0.6036 0.31 -0.16 0.15 -0.1440
C 0.0686 2.7356 1.3178 0.05 -0.06 -0.24 -0.4582
S -0.2543 4.0533 0.2262 -0.06 0.25 0.12 -0.1692
C -0.0647 3.0028 -1.1308 0.16 -0.35 -0.03 0.2130
N 0.2369 1.7767 -0.7985 0.04 0.33 -0.01 -0.2432
N -0.2930 3.3851 -2.4182 -0.07 0.08 -0.03 -0.4612
H -2.6485 -3.2311 -0.3034 0.02 -0.01 0.01 0.2080
H -3.1407 -3.9772 1.1661 0.03 0.00 -0.01 0.2201
H -0.0729 -0.6764 3.8580 0.00 0.02 0.03 0.5071
H 0.0541 2.8696 2.3846 0.00 0.03 0.03 0.5038
H -0.3089 4.3697 -2.6275 0.02 0.00 0.01 0.2399
H 0.1434 2.8088 -3.1220 0.01 -0.01 0.01 0.2502
C -3.0498 1.0627 -0.2375 -0.07 0.00 -0.03 -0.4343
O -2.3623 0.3032 -1.2635 -0.21 0.14 -0.03 -0.4847
H -4.1162 1.0612 -0.4538 0.00 0.01 0.00 0.3275
H -2.6617 2.0801 -0.1998 0.02 0.00 0.01 0.2014
H -2.8535 0.5574 0.7016 -0.03 -0.02 0.00 0.1842
H -2.4932 0.7378 -2.1161 0.06 0.06 0.05 0.3595
C 0.4809 0.1629 0.8416 0.02 0.78 1.42 0.7909
C 1.6853 -0.4797 0.2510 -0.16 0.19 0.11 0.7173
C 2.7751 0.2683 -0.2537 0.20 -0.02 -0.10 -0.4663
C 3.7933 -0.3547 -0.9279 -0.13 0.20 0.07 -0.7525
C 3.7523 -1.7373 -1.1496 -0.04 -0.22 -0.01 -0.4594
C 2.6991 -2.4824 -0.6800 0.13 -0.01 -0.10 -1.0139
C 1.6638 -1.8663 0.0343 -0.39 0.14 -0.28 -0.2141
H 2.8051 1.3388 -0.1018 0.01 0.00 0.07 0.4745
H 4.6285 0.2264 -1.2941 0.01 0.00 0.00 0.4189
H 4.5584 -2.2224 -1.6835 0.02 0.01 -0.01 0.4067
H 2.6712 -3.5524 -0.8327 0.01 0.00 -0.01 0.4165
H 0.8892 -2.4787 0.4694 0.11 -0.04 0.10 0.2305
```
Forces are in eV/Å.

**Electronic energy**: -46898.5076 eV
**E_HOMO (spin up / spin down)**: -9.7982 / -9.7993 eV
**Charge**: +1
**Energy above the lowest of the compared OMol25 structures with the same formula, charge and spin**: 0.3719 eV

---

# 2
Formula: C17H38AlBBrCl17NO
Source: OMol25
Level of theory: the ωB97M-V functional and the def2-TZVPD basis

Geometry as XYZ:
```
77
Properties=species:S:1:pos:R:3:forces:R:3:mulliken_charge:R:1
C -1.7538 -4.1129 2.5412 0.45 -0.04 -0.18 -1.8553
C -0.6098 -3.4163 1.7946 -0.21 -0.69 0.92 1.8357
C 0.3783 -4.5203 1.3758 -0.55 0.87 -0.53 -0.1906
C 0.0534 -2.3767 2.6981 -0.14 0.42 -0.56 -0.9556
Al 0.7954 -0.7345 1.7706 0.35 0.14 0.86 -0.8024
Br -1.0398 0.8493 1.4737 0.00 0.00 -0.04 -0.6405
C 2.1007 0.2080 3.0289 -0.36 -1.06 -0.44 -0.7359
C 3.0988 -0.8348 3.5935 -0.30 0.98 -0.63 -0.1707
C 4.5272 -0.6120 3.0872 -0.67 -0.59 0.56 -0.6461
Cl 5.0925 -2.0747 2.1983 0.50 0.41 -0.16 -0.2453
B 1.8360 -1.0952 -0.0418 -0.36 0.05 -0.33 1.2002
O 1.8964 -2.3855 -0.6165 1.06 0.32 0.18 -0.5915
N 2.5558 -0.0214 -0.7822 -0.08 -0.94 -0.62 -0.1821
C 1.7156 0.4705 -1.8739 0.22 0.17 0.83 -1.3249
C 3.7705 -0.5689 -1.3948 -0.21 0.18 0.20 -1.0427
H -1.3091 -4.7824 3.2650 0.10 -0.23 0.45 0.4317
H -2.3710 -3.4171 3.0873 -0.48 0.26 -0.06 0.4078
H -2.3241 -4.7333 1.8602 -0.46 -0.11 -0.14 0.4120
H -1.0453 -2.9640 0.9176 -0.02 0.34 -0.44 -0.5826
H 1.3519 -4.3029 1.7911 -0.14 -0.03 -0.27 -1.0318
H 0.3900 -4.5745 0.2968 0.49 -0.11 -0.38 0.2575
H 0.0504 -5.4815 1.7280 0.00 -0.54 0.32 0.5463
H 0.7701 -2.8939 3.3280 0.37 -0.09 0.24 0.4500
H -0.7098 -2.0189 3.3812 -0.22 0.36 0.31 0.3715
H 2.6667 0.9363 2.4700 -0.05 0.63 -0.13 0.4359
H 1.5298 0.6805 3.8147 -0.01 0.37 0.33 0.4933
H 3.0913 -0.7832 4.6723 0.11 -0.23 0.46 0.3384
H 2.7982 -1.8234 3.2898 -0.08 -0.60 0.16 -0.0046
H 5.1706 -0.4668 3.9278 0.67 -0.17 0.27 0.2112
H 4.6224 0.2516 2.4590 0.00 0.16 -0.61 0.4528
H 2.3016 -2.9681 0.0389 -0.60 -0.34 -0.04 0.1904
H 0.7180 0.7049 -1.5322 -0.36 0.22 0.23 0.3516
H 1.6233 -0.2427 -2.6814 -0.02 -0.54 -0.22 0.3920
H 2.1589 1.3542 -2.3024 0.19 0.53 -0.11 0.4341
H 4.4153 0.2288 -1.7401 0.22 0.35 -0.12 0.3342
H 3.5470 -1.2226 -2.2294 -0.07 -0.22 -0.45 0.3042
H 4.3141 -1.1697 -0.6850 0.34 -0.12 0.42 0.2199
C -3.5343 0.0564 -1.0225 0.29 0.15 0.02 0.8135
Cl -5.2891 0.0070 -0.7662 -0.22 0.03 -0.07 -0.2497
Cl -2.7902 -1.5215 -0.8318 -0.02 -0.13 -0.09 -0.1230
H -3.3426 0.4149 -2.0268 -0.13 -0.02 0.00 -0.4476
H -3.0941 0.7250 -0.2900 -0.01 -0.06 0.09 -0.0743
C 5.0856 3.4415 4.2661 -0.01 0.08 0.05 -0.2894
Cl 3.3807 3.1821 4.6169 -0.02 -0.18 0.12 -0.1222
Cl 6.0482 1.9782 4.5439 0.13 0.22 0.07 -0.1722
H 5.1914 3.7315 3.2285 -0.03 -0.09 -0.06 0.2286
H 5.4559 4.2266 4.9128 0.04 -0.02 0.05 0.3417
C -0.5126 0.6870 -5.1676 0.08 -0.06 -0.25 -0.0070
Cl 1.0760 1.3169 -4.6910 -0.41 0.13 -0.44 -0.1483
Cl -1.5064 0.1340 -3.8198 0.39 -0.14 0.08 -0.0457
H -1.0480 1.4714 -5.6840 -0.01 0.11 0.03 -0.0937
H -0.3473 -0.1571 -5.8260 0.03 -0.05 0.04 0.3050
C -4.1100 2.6452 -6.1173 -0.21 -0.05 0.01 -0.4482
Cl -2.6233 3.6042 -6.1740 0.01 0.02 -0.03 -0.1721
Cl -4.3285 1.8279 -4.5689 -0.06 0.24 0.01 -0.0212
H -4.9477 3.3130 -6.2742 0.00 0.06 0.04 0.3731
H -4.0748 1.8985 -6.9013 0.09 -0.05 0.02 0.2624
C 4.2674 7.4006 2.8659 -0.15 0.00 -0.11 -0.2890
Cl 5.7907 7.1899 3.7472 0.04 0.04 0.00 -0.1643
Cl 3.2772 5.9418 2.8990 0.03 0.24 -0.08 -0.0884
H 3.7128 8.2081 3.3268 0.01 -0.01 0.10 0.2782
H 4.4979 7.6437 1.8362 0.08 -0.05 -0.02 0.2769
C 4.7411 -5.6191 3.1085 0.05 0.27 -0.10 -0.3792
Cl 4.4687 -7.3656 3.2403 0.05 -0.06 0.03 -0.1907
Cl 3.4255 -4.8101 2.2545 0.36 -0.62 0.24 -0.0118
H 4.8119 -5.2041 4.1059 -0.07 -0.02 0.04 0.2794
H 5.6649 -5.4538 2.5683 0.00 -0.05 -0.06 0.3028
C -7.3479 -0.5055 -4.2438 0.04 -0.03 0.06 0.0647
Cl -8.4953 0.8435 -4.2583 -0.06 0.00 0.04 -0.1305
Cl -6.4533 -0.6143 -5.7572 -0.05 -0.17 -0.19 -0.1494
H -6.6465 -0.3536 -3.4370 0.13 0.13 0.12 -0.1034
H -7.8971 -1.4261 -4.0957 -0.08 0.00 -0.08 0.3265
C -10.1019 4.2795 -3.4545 0.04 -0.03 0.01 0.0808
Cl -8.9143 5.5146 -3.8848 0.04 -0.04 0.01 -0.1510
Cl -11.7508 4.7984 -3.8308 -0.04 -0.05 0.02 -0.1651
H -9.8853 3.3793 -4.0150 -0.01 0.03 -0.09 -0.0391
H -10.0321 4.0845 -2.3921 -0.02 0.08 0.04 0.2745
```
Forces are in eV/Å.

**Electronic energy**: -311984.3305 eV
**E_HOMO**: -4.3498 eV
**Charge**: -1
**Energy above the lowest of the compared OMol25 structures with the same formula, charge and spin**: 0.0000 eV

---

# 3
Formula: C2H3NOPS
Source: OMol25
Level of theory: the ωB97M-V functional and the def2-TZVPD basis

Geometry as XYZ:
```
9
Properties=species:S:1:pos:R:3:forces:R:3:mulliken_charge:R:1
C 0.2976 -0.5093 0.0630 -1.47 -0.97 0.06 0.3896
C 1.5708 -1.0972 0.0891 3.95 -1.08 0.06 -0.9092
N -0.7864 -0.1769 0.2020 -0.35 1.25 0.08 0.5670
O -1.8631 0.4530 0.4806 -0.01 -0.07 -0.41 -0.5214
P -2.7255 1.7015 -0.8993 0.41 0.77 0.62 0.5212
S -2.4797 3.4394 -0.2480 -0.15 -1.27 -0.35 0.0582
H 2.2893 -0.2112 -0.0172 -0.58 -1.39 0.55 0.2717
H 1.9227 -1.8501 -0.6831 -1.26 1.16 0.15 0.3252
H 1.7742 -1.7492 1.0129 -0.55 1.59 -0.77 0.2977
```
Forces are in eV/Å.

**Electronic energy**: -25773.7607 eV
**E_HOMO**: -14.8310 eV
**Charge**: +1
**Structure (SMILES)**: CC#[N+]OP=S
**Energy above the lowest of the compared OMol25 structures with the same formula, charge and spin**: 1.0274 eV

---

# 4
Formula: C3H4INS
Source: OMol25
Level of theory: the ωB97M-V functional and the def2-TZVPD basis

Geometry as XYZ:
```
10
Properties=species:S:1:pos:R:3:forces:R:3:mulliken_charge:R:1
C 0.4771 1.5810 -0.0937 -0.88 -2.40 0.78 -0.0729
C -0.6623 -0.5756 0.9073 1.03 0.01 -2.79 -0.6322
C 0.1371 -0.5134 -0.8919 -3.58 -1.12 3.51 -0.3479
N 0.8186 0.6808 -0.9082 -0.41 1.60 -0.76 -0.4280
S -0.7302 1.1875 1.2044 0.14 0.18 -0.56 -0.1336
I 1.4808 -2.0228 -1.3308 0.07 -0.81 -0.06 0.0857
H 0.9921 2.4823 -0.0219 0.50 1.69 -0.08 0.4268
H -1.5883 -1.1707 0.8071 0.41 0.77 0.06 0.3953
H 0.0156 -0.9855 1.6181 0.44 -0.66 0.44 0.3276
H -0.9403 -0.6636 -1.2903 2.28 0.74 -0.54 0.3793
```
Forces are in eV/Å.

**Electronic energy**: -23599.6214 eV
**E_HOMO**: -8.8469 eV
**Charge**: 0
**Energy above the lowest of the compared OMol25 structures with the same formula, charge and spin**: 1.4112 eV

---

# 5
Formula: C7H9O2P
Source: OMol25
Level of theory: the ωB97M-V functional and the def2-TZVPD basis

Geometry as XYZ:
```
19
Properties=species:S:1:pos:R:3:forces:R:3:mulliken_charge:R:1
C 0.6202 -1.2008 0.9224 -0.98 1.24 -1.37 -0.5104
C 0.8219 -0.7915 -0.3548 1.29 -1.39 0.74 -0.6053
C -0.0125 0.9648 1.3956 0.15 2.18 -2.51 -0.4799
C 0.2305 1.3369 0.2512 -0.70 0.55 3.93 -0.5555
C 0.0416 -0.2957 2.0511 -0.12 -1.21 1.20 0.0074
C 0.7000 0.6274 -0.8946 -0.59 0.15 0.28 1.0987
C 1.9059 1.2201 -1.6006 0.39 -3.75 0.00 -1.5896
O -2.3882 -1.5149 -0.6185 0.81 -0.61 -0.40 -0.2890
O -3.5273 0.5396 0.3109 3.46 -2.04 -1.19 -0.5005
P -3.6860 -1.0971 -0.1139 -0.59 2.69 0.87 0.3675
H 0.3976 -2.2078 1.1592 0.72 -1.24 -0.07 0.3651
H 1.1423 -1.4832 -1.1750 -0.45 0.21 1.06 0.3243
H -2.4540 0.6655 0.1283 -3.56 0.05 0.80 0.3836
H -0.9905 -0.6863 2.2694 0.94 0.25 0.18 0.1926
H 0.6574 -0.2829 2.9953 -0.64 -0.31 -0.90 0.3147
H -0.2280 0.4956 -1.4266 -0.03 0.30 -1.64 0.2651
H 2.2080 2.1850 -1.3751 -0.14 1.99 0.15 0.4441
H 1.8073 0.9438 -2.6213 0.07 0.65 -1.28 0.3950
H 2.7538 0.5815 -1.3032 -0.02 0.28 0.16 0.3721
```
Forces are in eV/Å.

**Electronic energy**: -20784.6924 eV
**E_HOMO**: -9.1414 eV
**Charge**: 0
**Structure (SMILES)**: C[C@@H]1C#CCC=C1.O=PO
**Energy above the lowest of the compared OMol25 structures with the same formula, charge and spin**: 4.0440 eV